1.
{"formula": "CFNOS", "method": "ωB97M-V with the def2-TZVPD basis set", "spin_multiplicity": 1, "molar_mass_g_mol": 93.082, "total_energy_ev": -18122.557, "homo_energy_ev": [-12.4, -10.4], "charge": 0, "gap_ha": [0.3545, 0.2321], "symbols": ["C", "N", "O", "F", "S"], "positions_angstrom": [[1.263726, 0.643233, -0.259430], [2.234951, 1.243543, -0.340573], [-2.298193, -0.624681, -0.627987], [-1.411218, -1.115961, 1.633416], [-1.178627, -1.237008, -0.003297]], "forces_ev_per_a": [[-2.2, -1.5, 0.2], [1.3, 0.8, -0.1], [-0.3, 0.2, -0.3], [0.4, -0.1, -1.9], [0.7, 0.6, 2.0]], "mulliken_charge": [0.00, -0.24, -0.26, -0.20, 0.71]}


2.
{"formula": "C14H32NO2P2SiV", "method": "ωB97M-V with the def2-TZVPD basis set", "spin_multiplicity": 2, "molar_mass_g_mol": 387.393, "total_energy_ev": -72736.709, "homo_energy_ev": [-19.0, -19.0], "s_squared": 0.9322, "charge": 3, "gap_ha": [0.2402, 0.2645], "symbols": ["V", "P", "C", "C", "N", "C", "C", "C", "C", "C", "P", "H", "H", "H", "H", "H", "H", "H", "H", "O", "H", "H", "O", "H", "C", "H", "H", "H", "C", "H", "H", "H", "C", "H", "H", "H", "C", "H", "H", "H", "C", "Si", "C", "C", "H", "H", "H", "H", "H", "H", "H", "H", "H"], "positions_angstrom": [[-0.156918, -0.446484, -0.236640], [-1.430781, 1.430118, -0.844921], [-0.159655, 1.834407, -2.124661], [1.189570, 1.950326, -1.476302], [1.407369, 1.030926, -0.521390], [2.534400, 1.033818, 0.201408], [3.515648, 2.004012, -0.023609], [3.334988, 2.940380, -1.037012], [2.158557, 2.904837, -1.782438], [2.678987, -0.046262, 1.244369], [1.558333, -1.474775, 0.916181], [1.957297, 3.605304, -2.588711], [4.404966, 1.984945, 0.601805], [4.098363, 3.692375, -1.237773], [3.711816, -0.416742, 1.272916], [2.430926, 0.342226, 2.245675], [-0.183046, 0.951629, -2.860743], [-0.455736, 2.770719, -2.610180], [-0.113722, -1.793500, -2.770472], [0.000538, -0.790281, -3.136277], [0.850972, -0.788832, -3.607294], [-0.509772, -2.598809, -1.090661], [-0.163634, -2.975531, -1.983514], [-0.636177, -3.807082, -2.164582], [2.527156, -2.375406, -0.341981], [3.483179, -2.674766, 0.102863], [1.969951, -3.262373, -0.671076], [2.718869, -1.743756, -1.218149], [1.763126, -2.517336, 2.380337], [1.046147, -3.345616, 2.322141], [2.782956, -2.925830, 2.407084], [1.569240, -1.943445, 3.294405], [-1.592363, 3.034149, 0.000061], [-1.730919, 3.822031, -0.755596], [-2.442899, 3.029665, 0.691678], [-0.678519, 3.239590, 0.572760], [-2.941355, 1.289621, -1.851466], [-3.743767, 0.849012, -1.245529], [-3.243725, 2.283577, -2.212256], [-2.726175, 0.626330, -2.701070], [-3.207557, 0.677963, 1.842894], [-1.800480, -0.541863, 1.460910], [-1.177484, -1.039729, 3.177168], [-2.584490, -2.058638, 0.579774], [-2.813763, 1.630883, 2.221137], [-3.821431, 0.231374, 2.642336], [-3.863622, 0.882287, 0.986010], [-2.005352, -0.937528, 3.894148], [-0.822268, -2.076560, 3.206312], [-0.360091, -0.387805, 3.510287], [-3.414530, -2.360623, 1.236132], [-3.008922, -1.819370, -0.409641], [-1.904202, -2.923563, 0.493148]], "forces_ev_per_a": [[1.3, 1.2, -3.6], [-1.3, 2.3, -0.8], [0.4, -1.0, -0.8], [0.1, 0.6, -0.5], [-1.1, -1.2, 0.6], [0.9, 0.3, 0.2], [-0.2, -0.6, 0.2], [0.0, -0.1, 0.0], [-0.6, -0.3, 0.0], [-0.2, 0.3, 0.2], [2.6, -0.9, 1.8], [0.1, 0.0, 0.2], [-0.1, 0.1, -0.2], [-0.2, -0.2, 0.0], [-0.2, 0.0, 0.1], [0.2, 0.0, -0.2], [0.0, 1.7, 0.9], [-0.1, -0.2, 0.0], [0.3, 2.1, -1.7], [0.0, -2.3, 1.6], [-0.2, 0.0, 0.0], [0.4, -2.1, -2.1], [-0.7, 0.6, 2.7], [-0.1, 0.1, 0.1], [-0.5, -0.1, -0.7], [-0.2, 0.1, 0.0], [0.3, 0.2, 0.1], [0.0, -0.1, 0.1], [-0.5, -0.2, 0.3], [0.2, 0.1, 0.1], [-0.3, 0.2, -0.1], [0.1, -0.2, -0.2], [0.2, -0.1, 0.7], [0.0, -0.4, 0.1], [0.2, 0.1, -0.3], [-0.2, 0.1, -0.1], [0.0, -0.7, 0.2], [0.1, 0.2, -0.3], [0.2, -0.3, 0.1], [-0.2, 0.2, 0.1], [0.5, 0.1, -0.6], [-2.8, 0.1, 3.0], [0.6, 0.0, -0.4], [1.3, 0.2, -1.3], [-0.2, -0.3, 0.1], [0.3, 0.0, -0.3], [0.1, 0.0, 0.3], [0.1, 0.1, -0.3], [-0.1, 0.2, 0.0], [-0.2, -0.1, 0.1], [0.2, 0.3, 0.2], [0.0, -0.2, 0.3], [-0.4, 0.1, 0.1]], "mulliken_charge": [-0.42, 0.81, -1.00, 0.73, 0.45, 0.24, -0.93, -0.51, -1.00, -1.22, 1.24, 0.57, 0.57, 0.48, 0.65, 0.49, 0.25, 0.67, 0.33, -0.64, 0.31, 0.01, -0.56, 0.34, -1.29, 0.49, 0.46, 0.37, -1.24, 0.43, 0.48, 0.41, -1.39, 0.46, 0.46, 0.40, -1.20, 0.34, 0.48, 0.40, -1.24, 0.97, -1.21, -1.08, 0.37, 0.46, 0.40, 0.46, 0.35, 0.41, 0.43, 0.37, 0.38]}


3.
{"formula": "C3H5NS", "method": "ωB97M-V with the def2-TZVPD basis set", "spin_multiplicity": 1, "molar_mass_g_mol": 87.147, "total_energy_ev": -15514.558, "homo_energy_ev": -8.1, "smiles": "N/C=C/C=S", "charge": 0, "gap_ha": 0.2783, "symbols": ["N", "C", "C", "C", "S", "H", "H", "H", "H", "H"], "positions_angstrom": [[-1.653996, -0.765042, 0.623009], [-0.590190, -0.642167, -0.196215], [0.524321, 0.226552, 0.087370], [1.463424, 1.007972, -0.766063], [2.280071, 2.300789, -0.017702], [-2.176656, -1.548093, 0.421303], [-1.257059, -0.664558, 1.771615], [-0.612250, -1.415239, -1.047539], [0.567294, 0.624391, 1.090087], [1.455041, 0.875395, -1.965865]], "forces_ev_per_a": [[3.2, 2.0, 5.3], [3.6, 0.7, -1.5], [-1.5, -0.9, -1.6], [-0.8, 0.3, -0.5], [-0.8, -1.9, -1.5], [-1.5, -2.1, 0.1], [-2.2, -0.4, -4.4], [0.1, 1.9, 0.7], [-0.3, 0.0, 0.3], [0.2, 0.1, 3.0]], "mulliken_charge": [-0.49, 0.15, -0.40, -0.26, -0.27, 0.27, 0.30, 0.24, 0.22, 0.24]}


4.
{"formula": "C23H18F3NS", "method": "ωB97M-V with the def2-TZVPD basis set", "spin_multiplicity": 1, "molar_mass_g_mol": 397.465, "total_energy_ev": -44619.356, "homo_energy_ev": -5.9, "charge": 0, "gap_ha": 0.1268, "symbols": ["F", "C", "F", "F", "C", "C", "C", "C", "S", "C", "C", "H", "H", "H", "H", "C", "N", "C", "C", "C", "C", "C", "C", "C", "C", "C", "C", "C", "C", "C", "C", "C", "H", "H", "H", "H", "H", "H", "H", "H", "H", "H", "H", "H", "H", "H"], "positions_angstrom": [[2.276186, -3.900399, -6.645618], [2.914868, -3.014400, -5.821326], [4.256402, -3.259505, -5.937455], [2.697255, -1.761499, -6.346041], [2.436320, -3.108655, -4.395671], [3.304549, -2.774407, -3.352936], [2.857832, -2.823721, -2.045888], [1.507960, -3.162496, -1.733492], [0.943444, -3.060517, -0.170792], [0.668567, -3.541908, -2.823878], [1.118466, -3.490910, -4.130469], [4.328187, -2.480083, -3.572248], [3.532164, -2.568845, -1.234165], [-0.354123, -3.842513, -2.618965], [0.453989, -3.749124, -4.952378], [-3.179680, -1.259526, 4.424067], [-2.497193, -0.385184, 3.489095], [-1.631698, -0.824977, 2.543889], [-1.075478, 0.281350, 1.844758], [-0.059223, 0.213163, 0.896804], [0.428061, 1.319963, 0.109396], [-0.419545, 2.230477, -0.580910], [0.112256, 3.253874, -1.367952], [1.500076, 3.439190, -1.453221], [2.352804, 2.565716, -0.761579], [1.830191, 1.512309, -0.017351], [-1.710465, 1.474985, 2.438590], [-1.528562, 2.842978, 2.313564], [-2.248457, 3.719086, 3.148200], [-3.119910, 3.233085, 4.135658], [-3.287554, 1.848230, 4.310185], [-2.589967, 1.010725, 3.448778], [-3.840886, -0.657179, 5.049253], [-3.763081, -2.014313, 3.879871], [-2.460122, -1.794895, 5.060709], [-1.437881, -1.883882, 2.409282], [0.453828, -0.750715, 0.788736], [-1.503252, 2.109083, -0.495663], [-0.561376, 3.918814, -1.912806], [1.912232, 4.252642, -2.055035], [3.434727, 2.698988, -0.815958], [2.486842, 0.816170, 0.511115], [-0.827306, 3.208741, 1.568241], [-2.120215, 4.794412, 3.023846], [-3.661478, 3.940067, 4.766262], [-3.929754, 1.425606, 5.081494]], "forces_ev_per_a": [[0.5, 0.7, 0.4], [-0.1, -0.1, 0.2], [-0.9, 0.3, -0.1], [0.3, -0.8, 0.0], [0.2, 0.0, -0.6], [-0.2, -0.2, -0.1], [-0.5, 0.0, -0.2], [0.8, 0.1, -2.2], [-0.9, 0.2, 2.3], [0.4, 0.3, 0.2], [0.3, 0.0, 0.1], [-0.2, -0.1, 0.0], [-0.1, 0.0, 0.0], [0.1, 0.1, 0.1], [0.1, 0.0, 0.2], [-0.2, -0.5, 0.2], [1.0, -0.9, -1.3], [-0.5, 0.8, 0.9], [0.0, 0.5, -0.5], [-0.5, -0.4, 0.9], [0.6, 1.2, -0.9], [0.2, -0.3, 0.2], [0.1, -0.1, 0.2], [-0.2, -0.4, 0.3], [-0.2, 0.1, -0.1], [-0.5, -0.4, 0.1], [-0.5, -0.4, 0.6], [-0.2, 0.6, 0.1], [0.2, -0.5, -0.2], [0.1, -0.5, -0.2], [0.1, 0.4, -0.2], [0.6, 0.5, -0.1], [0.1, -0.2, -0.1], [0.1, 0.3, 0.1], [-0.2, 0.3, -0.2], [0.0, 0.1, -0.1], [0.0, 0.0, -0.2], [0.4, 0.0, -0.1], [0.2, -0.2, 0.2], [-0.1, -0.3, 0.2], [-0.3, -0.1, 0.0], [-0.1, 0.2, -0.3], [-0.2, 0.2, 0.3], [0.0, -0.3, 0.1], [0.2, -0.3, -0.2], [0.1, 0.3, -0.1]], "mulliken_charge": [-0.27, 0.85, -0.27, -0.26, 0.22, -0.54, -0.56, 0.13, -0.49, -0.56, -0.48, 0.36, 0.38, 0.37, 0.35, -0.86, 0.16, -0.86, 0.61, -0.23, 0.49, -0.52, -0.46, -0.41, -0.57, -0.38, 0.86, -0.01, -0.89, -0.62, -0.89, 0.29, 0.27, 0.34, 0.34, 0.59, 0.04, 0.54, 0.38, 0.39, 0.38, 0.42, 0.38, 0.40, 0.38, 0.23]}


5.
{"formula": "C2H4BrF2N", "method": "ωB97M-V with the def2-TZVPD basis set", "spin_multiplicity": 1, "molar_mass_g_mol": 159.961, "total_energy_ev": -79105.724, "homo_energy_ev": -9.7, "smiles": "NCC(F)(F)Br", "charge": 0, "gap_ha": 0.3795, "symbols": ["N", "C", "C", "F", "F", "Br", "H", "H", "H", "H"], "positions_angstrom": [[0.657323, -1.321515, 0.440834], [0.458554, 0.057004, 0.650971], [-0.627659, 0.854399, -0.476959], [-1.475779, 1.756372, 0.111060], [0.125782, 1.591878, -1.344329], [-1.669585, -0.448523, -1.489835], [-0.171422, -1.779895, 0.118776], [1.444399, -1.608295, -0.008628], [-0.136885, 0.329896, 1.558773], [1.395272, 0.568678, 0.439336]], "forces_ev_per_a": [[-2.7, 0.8, 1.9], [-2.4, 1.5, -1.6], [1.7, -0.2, 0.7], [0.8, -1.1, -0.2], [-0.4, -0.4, 0.2], [0.0, 0.3, 0.1], [-0.2, -0.5, 0.0], [2.4, -0.6, -1.6], [1.2, -0.4, -0.3], [-0.2, 0.4, 0.7]], "mulliken_charge": [-0.44, -0.49, 0.63, -0.23, -0.23, -0.20, 0.21, 0.22, 0.26, 0.27]}


The highest charge belongs to which entry? C14H32NO2P2SiV


The highest charge belongs to which entry? C14H32NO2P2SiV


Look up the charge of the second one. +3


What is the charge in the second record? +3